# 1
The following is a quantum chemistry calculation of a 2-piece molecular cluster, C5H11NO2 overall at a distorted geometry, from OMol25.

```
19
Properties=species:S:1:pos:R:3:nbo_charge:R:1
C -1.26 0.02 0.09 0.494
C 0.06 -0.07 -0.65 -0.384
C 0.78 1.27 -0.68 -0.595
N 0.93 0.07 3.13 -0.511
C -0.27 -0.56 -2.04 -0.165
C -0.18 -1.82 -2.42 -0.382
O -0.27 -0.11 2.41 -0.603
O -1.78 1.04 0.47 -0.576
H -0.93 0.64 2.50 0.470
H -1.76 -0.96 0.20 0.119
H 0.66 -0.82 -0.13 0.237
H 0.72 -0.02 4.13 0.332
H 1.29 1.01 2.95 0.329
H -0.61 0.20 -2.72 0.201
H 1.02 1.59 0.33 0.211
H 1.71 1.19 -1.25 0.213
H 0.15 2.03 -1.14 0.216
H 0.14 -2.60 -1.74 0.193
H -0.40 -2.13 -3.43 0.201
```

The HOMO energy comes out at -0.3490 Eh. As for the HOMO-LUMO gap: 10.317 eV. The calculation puts the calculated total energy at -10945.6368 eV. The charge is 0. For the energy above the lowest of the compared OMol25 structures with the same formula, charge and spin, the calculation gives 350.3 kJ/mol. The lowest unoccupied orbital energy comes out at 0.0301 Ha.

---

# 2
The following is a quantum chemistry calculation of a 2-piece molecular cluster, C5H11NO2 overall at a distorted geometry, from OMol25.

```
19
Properties=species:S:1:pos:R:3:nbo_charge:R:1
C 1.96 -1.60 -0.96 0.523
N 1.96 -0.21 -0.87 -0.639
C 2.85 0.41 0.14 -0.425
O 2.66 -2.38 -0.31 -0.618
H 1.30 -1.98 -1.78 0.117
H 1.16 0.32 -1.34 0.415
H 2.89 -0.27 0.99 0.223
H 2.43 1.36 0.47 0.202
H 3.88 0.56 -0.26 0.201
C -2.76 0.15 -0.06 -0.110
O -2.20 -0.70 -1.18 -0.742
C -1.69 0.21 0.97 -0.195
C -1.25 1.38 1.45 -0.389
H -3.70 -0.31 0.27 0.183
H -2.97 1.18 -0.42 0.171
H -2.95 -1.06 -1.66 0.467
H -1.37 -0.80 1.28 0.215
H -0.53 1.46 2.25 0.208
H -1.69 2.28 1.02 0.192
```

The HOMO energy comes out at -0.3522 Eh. As for the HOMO-LUMO gap: 10.312 eV. The calculation puts the calculated total energy at -10947.1604 eV. The charge is 0. For the energy above the lowest of the compared OMol25 structures with the same formula, charge and spin, the calculation gives 203.3 kJ/mol. The lowest unoccupied orbital energy comes out at 0.0268 Ha.

---

# 3
The following is a quantum chemistry calculation of the molecule C5H11NO2 at a distorted geometry, from OMol25.

```
19
Properties=species:S:1:pos:R:3:nbo_charge:R:1
C 0.34 0.55 -0.39 0.160
C 1.66 -0.12 -0.15 -0.491
C -2.64 0.35 0.17 -0.655
C 2.35 0.35 1.13 -0.606
N -0.51 0.21 -1.40 -0.224
C -1.41 -0.52 0.02 0.451
O -0.05 -0.91 -2.14 -0.594
O -1.36 -1.74 -0.05 -0.666
H -0.57 -1.66 -1.76 0.477
H 0.22 1.57 -0.05 0.216
H -0.55 -0.01 0.79 0.094
H 2.27 0.08 -1.03 0.255
H 1.49 -1.20 -0.15 0.252
H -3.34 0.08 -0.62 0.238
H -3.09 0.16 1.15 0.229
H -2.39 1.40 0.08 0.222
H 2.52 1.43 1.12 0.205
H 1.74 0.11 2.01 0.212
H 3.31 -0.14 1.25 0.224
```

The HOMO energy comes out at -0.3273 Eh. As for the HOMO-LUMO gap: 9.276 eV. The calculation puts the calculated total energy at -10944.0774 eV. The charge is 0. For the energy above the lowest of the compared OMol25 structures with the same formula, charge and spin, the calculation gives 500.7 kJ/mol. The lowest unoccupied orbital energy comes out at 0.0137 Ha.